# 1
The following is a quantum chemistry calculation of a molecular structure, C17H20Br15F9O6 at a distorted geometry, from the OMol25 dataset.

Output
LUMO level, hartree: -0.0044
Kohn-Sham gap, eV: 9.38
Electronic energy, hartree: -40620.1873
Energy relative to the best compared isomer or geometry (same formula, charge and spin), kcal per mole: 6.93
E_HOMO, eV: -9.5

Atoms and positions in Å:
1 C 6.50111 1.59576 -0.68193
2 Br 7.58866 2.24373 0.74459
3 Br 6.29571 2.93819 -2.06027
4 Br 4.75641 0.99353 -0.06942
5 H 6.95595 0.71968 -1.11158
6 C -1.70434 -1.69346 1.82614
7 Br -1.13494 -0.68159 3.36173
8 Br -3.52562 -1.39458 1.32910
9 Br -1.35935 -3.56403 2.13656
10 H -1.06690 -1.36934 1.01974
11 C 2.04679 5.73736 -0.29386
12 Br 3.08144 4.19968 -0.80574
13 Br 1.56547 6.84244 -1.79672
14 Br 2.88144 6.77382 1.08406
15 H 1.13575 5.32197 0.10875
16 C -1.63362 0.69478 -4.69667
17 Br -2.75920 -0.16808 -5.99954
18 Br -2.70375 1.16098 -3.15761
19 Br -0.76796 2.25026 -5.44492
20 H -0.85225 0.01962 -4.38757
21 C 1.23368 1.28312 -1.62060
22 Br -0.00513 2.76252 -1.54246
23 Br 1.75236 0.99706 -3.44618
24 Br 0.48537 -0.36294 -0.93576
25 H 2.09420 1.51485 -1.01318
26 C 1.94338 2.45846 2.14167
27 C 1.48305 1.04574 2.43783
28 O 2.50197 0.05364 2.11914
29 C 2.23300 -1.17504 2.46345
30 O 1.19398 -1.56985 2.86598
31 C 3.49984 -2.06908 2.42801
32 F 4.24806 -1.87430 1.33331
33 F 4.24632 -1.80652 3.49527
34 F 3.15960 -3.35327 2.45330
35 H 2.55804 2.87165 2.94059
36 H 1.05471 3.04955 1.94584
37 H 2.60916 2.49817 1.27353
38 H 0.59968 0.81441 1.84440
39 H 1.29589 0.99207 3.51238
40 C -1.40486 -7.89097 -3.63864
41 C -0.07372 -7.17513 -3.51969
42 O -0.28563 -6.01331 -2.71249
43 C 0.78173 -5.31048 -2.43902
44 O 1.88139 -5.54763 -2.76652
45 C 0.45759 -4.10108 -1.53971
46 F 1.43384 -3.89670 -0.66256
47 F 0.36763 -2.99000 -2.32156
48 F -0.67714 -4.19638 -0.85271
49 H -2.25258 -7.27120 -3.91494
50 H -1.60593 -8.32117 -2.65351
51 H -1.32424 -8.74872 -4.30581
52 H 0.41292 -6.92389 -4.45929
53 H 0.59114 -7.85905 -2.98799
54 C -5.79316 2.46865 3.86764
55 C -5.70364 3.48184 2.76393
56 O -4.68237 3.14479 1.79704
57 C -3.52779 3.75248 1.91346
58 O -3.15942 4.37474 2.84835
59 C -2.56943 3.45933 0.72955
60 F -2.37916 4.57626 0.03572
61 F -1.39485 3.01076 1.17274
62 F -3.06682 2.52386 -0.07752
63 H -4.80858 2.33398 4.32640
64 H -6.13199 1.48542 3.55404
65 H -6.39169 2.82203 4.71019
66 H -5.54410 4.49777 3.12845
67 H -6.63712 3.56281 2.20311


# 2
The following is a quantum chemistry calculation of C4H6N2O in the gas phase at a distorted geometry, from the OMol25 dataset.

Output
Structure (SMILES): C1=NNC[C@H]2O[C@H]12
LUMO level, hartree: 0.0316
Kohn-Sham gap, eV: 9.34
Electronic energy, hartree: -340.5106
Energy relative to the best compared isomer or geometry (same formula, charge and spin), kcal per mole: 178.38
E_HOMO, eV: -8.5

Atoms and positions in Å:
1 C 1.30903 -1.08133 0.19594
2 N 0.16830 -1.38789 0.94124
3 N -0.91326 -0.50876 0.89760
4 C -0.88708 0.84602 0.20942
5 C -0.26174 0.37062 -0.88521
6 O 0.80452 0.82210 -1.54753
7 C 1.20519 0.23833 -0.41086
8 H 1.96163 -1.85309 -0.02614
9 H -1.89999 -1.02131 1.13348
10 H -1.96189 1.21386 0.07854
11 H -0.28351 1.64223 0.64096
12 H -0.55376 -0.46769 -1.54734
13 H 1.31256 1.18691 0.31990


# 3
The following is a quantum chemistry calculation of 2 unconnected molecules or ions with the total composition C2H7N3 at a distorted geometry, from the OMol25 dataset.

Output
Structure (SMILES): [H]/N=C\N.C=N
LUMO level, hartree: 0.0322
Kohn-Sham gap, eV: 10.44
Electronic energy, hartree: -244.6186
Energy relative to the best compared isomer or geometry (same formula, charge and spin), kcal per mole: 35.64
E_HOMO, eV: -9.6

Atoms and positions in Å:
1 H 3.58862 -0.48925 0.02742
2 N 2.60551 -0.75394 0.12314
3 C 1.96020 0.21909 0.62827
4 N 2.54592 1.29316 1.29225
5 H 0.87908 0.23138 0.70438
6 H 3.48365 1.60655 1.11532
7 H 1.89491 2.06064 1.29723
8 C -3.61675 -0.76285 -1.37740
9 N -2.77441 -1.45811 -0.74160
10 H -3.96894 -1.01064 -2.37526
11 H -4.04460 0.10229 -0.85431
12 H -2.55320 -1.03833 0.16055


# 4
The following is a quantum chemistry calculation of 9 unconnected molecules or ions with the total composition C56H61N6OS, from the OMol25 dataset.

Output
LUMO level, hartree: -0.1084
Kohn-Sham gap, eV: 7.40
Total charge: +1
Electronic energy, hartree: -2972.1784
E_HOMO, eV: -10.3

Atoms and positions in Å:
1 C 7.51446 1.12011 0.94748
2 C 6.53973 0.91849 2.09489
3 N 5.15365 1.00360 1.60384
4 C 4.43054 0.05683 1.05373
5 N 3.23098 0.48572 0.68335
6 C 3.19321 1.75748 1.03902
7 N 2.16364 2.59144 0.88689
8 C 0.92315 2.14580 0.24911
9 C 0.24806 0.97434 0.96569
10 S -0.67649 0.01895 -0.27415
11 C -2.32707 -0.02330 0.27041
12 N -3.27228 -0.56684 -0.39413
13 N -4.41611 -0.41771 0.37929
14 C -4.06411 0.20420 1.42952
15 O -2.73022 0.50025 1.44099
16 N 4.37852 2.11541 1.60844
17 H 8.52781 1.24532 1.30997
18 H 7.24146 2.02468 0.40723
19 H 7.47073 0.29549 0.24305
20 H 6.65619 1.71606 2.82180
21 H 6.65220 -0.04197 2.58120
22 H 4.79498 -0.94809 0.91674
23 H 2.26498 3.54301 1.19325
24 H 1.14169 1.84192 -0.77256
25 H 0.21299 2.96095 0.17931
26 H 0.96463 0.28231 1.38685
27 H -0.40943 1.28835 1.76964
28 H -4.64555 0.50569 2.27904
29 H 4.65444 3.00885 1.98108
30 C 0.09494 -4.98178 3.03632
31 C -1.08452 -5.08268 3.76129
32 C -2.04666 -4.08692 3.66663
33 C -1.83032 -2.99046 2.84393
34 C -0.65176 -2.88999 2.11801
35 C 0.31232 -3.88451 2.21476
36 H 0.84329 -5.76031 3.10971
37 H -1.25566 -5.94014 4.39861
38 H -2.96574 -4.16702 4.23206
39 H -2.58519 -2.21752 2.76555
40 H -0.48258 -2.03985 1.46897
41 H 1.23076 -3.80697 1.64472
42 C -4.11236 4.98649 0.97005
43 C -2.88437 4.40581 1.25144
44 C -1.74297 5.18977 1.29749
45 C -1.81691 6.55648 1.07215
46 C -3.04546 7.13610 0.78594
47 C -4.19070 6.35208 0.73291
48 H -5.00735 4.37849 0.93880
49 H -2.82123 3.34136 1.44502
50 H -0.79408 4.72289 1.53876
51 H -0.92542 7.16814 1.11949
52 H -3.11190 8.20130 0.60900
53 H -5.14737 6.80764 0.51446
54 C -6.86984 3.87842 5.62827
55 C -6.03352 4.02878 4.53101
56 C -5.39410 5.23913 4.30220
57 C -5.58798 6.30026 5.17614
58 C -6.42299 6.15111 6.27473
59 C -7.06538 4.94106 6.49942
60 H -7.37239 2.93550 5.80310
61 H -5.88168 3.19950 3.85037
62 H -4.74451 5.35546 3.44792
63 H -5.08888 7.24441 4.99921
64 H -6.57440 6.97825 6.95598
65 H -7.71979 4.82642 7.35416
66 C 0.68679 -1.83480 -3.84533
67 C -0.51115 -2.27442 -3.29712
68 C -1.16062 -3.37366 -3.84150
69 C -0.60283 -4.04421 -4.92121
70 C 0.59741 -3.60887 -5.46482
71 C 1.23805 -2.49942 -4.93246
72 H 1.18927 -0.96687 -3.43238
73 H -0.94857 -1.75892 -2.45244
74 H -2.09967 -3.70814 -3.42063
75 H -1.10602 -4.90463 -5.34263
76 H 1.02903 -4.12895 -6.31037
77 H 2.16742 -2.15275 -5.36690
78 C -11.22067 2.77981 4.28578
79 C -10.61697 3.07841 5.49937
80 C -10.83092 2.26156 6.60104
81 C -11.64512 1.14306 6.48812
82 C -12.24763 0.84388 5.27427
83 C -12.03718 1.66310 4.17371
84 H -11.05544 3.41838 3.42759
85 H -9.97888 3.94897 5.58604
86 H -10.36455 2.49747 7.54935
87 H -11.81169 0.50572 7.34682
88 H -12.88300 -0.02773 5.18623
89 H -12.51100 1.43166 3.22860
90 C 2.81647 -4.67415 -1.17461
91 C 4.07536 -5.24168 -1.02010
92 C 5.21498 -4.47019 -1.19876
93 C 5.09412 -3.12705 -1.53154
94 C 3.83403 -2.55798 -1.67440
95 C 2.69484 -3.33002 -1.49533
96 H 1.92876 -5.27982 -1.04707
97 H 4.16831 -6.28982 -0.76868
98 H 6.19466 -4.91773 -1.09337
99 H 5.98695 -2.53022 -1.69420
100 H 3.73301 -1.51392 -1.94616
101 H 1.71640 -2.88963 -1.62449
102 C 9.58249 -1.30542 -1.64603
103 C 10.64639 -2.06364 -1.17713
104 C 11.86555 -1.45630 -0.90995
105 C 12.02061 -0.09102 -1.10735
106 C 10.95685 0.66842 -1.57461
107 C 9.73907 0.05996 -1.84590
108 H 8.63345 -1.78108 -1.86341
109 H 10.52757 -3.12852 -1.02542
110 H 12.69733 -2.04842 -0.55208
111 H 12.97224 0.38045 -0.90052
112 H 11.07883 1.73253 -1.73098
113 H 8.91070 0.65032 -2.21944
114 C 2.54367 -3.53378 -10.30534
115 C 1.95614 -4.49717 -11.11336
116 C 0.61416 -4.81314 -10.95363
117 C -0.14228 -4.16240 -9.98879
118 C 0.44450 -3.19724 -9.18235
119 C 1.78786 -2.88482 -9.33879
120 H 3.59036 -3.28801 -10.43022
121 H 2.54431 -5.00147 -11.86888
122 H 0.15741 -5.56668 -11.58182
123 H -1.18942 -4.40694 -9.86600
124 H -0.14528 -2.68855 -8.43016
125 H 2.24550 -2.13329 -8.70750


# 5
The following is a quantum chemistry calculation of a molecular structure, C10H24AlCl3GeN4 at a distorted geometry, from the OMol25 dataset.

Output
Spin multiplicity: 2
LUMO level (alpha / beta), hartree: -0.3872 / -0.5156
Kohn-Sham gap (alpha / beta), eV: 9.39 / 7.23
Total charge: +3
Electronic energy, hartree: -4313.5482
Energy relative to the best compared isomer or geometry (same formula, charge and spin), kcal per mole: 12.09
E_HOMO (alpha / beta), eV: -19.9 / -21.3

Atoms and positions in Å:
1 Al 0.01310 -0.25920 -0.10010
2 C 2.37020 0.00990 2.18120
3 C 0.91230 0.23600 2.63330
4 N -0.08770 -0.50710 1.82510
5 C -1.48810 -0.17810 2.19970
6 C -2.43940 -0.72280 1.13630
7 N -1.96130 -0.35180 -0.22740
8 C -2.62230 0.84490 -0.84760
9 C -2.37410 2.17140 -0.14060
10 C -0.90090 2.55680 0.09630
11 N 0.07830 1.67540 -0.59930
12 C 1.46710 2.13470 -0.33600
13 C 2.44410 1.07010 -0.82350
14 N 1.97790 -0.26190 -0.35530
15 C 2.61550 -0.78460 0.89940
16 H 2.89680 -0.55210 2.95580
17 H 2.87690 0.97310 2.13090
18 H 0.66920 1.30010 2.57240
19 H 0.81560 -0.04420 3.68520
20 H 0.03700 -1.51480 2.03770
21 H -1.59240 0.90420 2.27420
22 H -1.74470 -0.60480 3.17260
23 H -3.44570 -0.33550 1.31380
24 H -2.47720 -1.81110 1.20560
25 H -2.26730 -1.12110 -0.83460
26 H -3.70500 0.68350 -0.88410
27 H -2.26740 0.90090 -1.88290
28 H -2.90850 2.20310 0.81050
29 H -2.84500 2.92950 -0.76820
30 H -0.67530 2.53010 1.16200
31 H -0.73970 3.58730 -0.22770
32 H -0.08290 1.82840 -1.60080
33 H 1.58680 2.28280 0.73740
34 H 1.67180 3.08670 -0.83200
35 H 3.45230 1.29020 -0.46300
36 H 2.47230 1.07580 -1.91610
37 H 2.30010 -0.93600 -1.05610
38 H 3.70030 -0.82360 0.75490
39 H 2.25810 -1.81540 1.02090
40 Cl -1.82250 -3.85440 -1.39920
41 Ge 0.02450 -3.16330 -0.59910
42 Cl 0.07150 -3.66700 1.54100
43 Cl 1.73580 -3.98250 -1.53950


# 6
The following is a quantum chemistry calculation of 9 unconnected molecules or ions with the total composition C3H22NO10 at a distorted geometry, from the OMol25 dataset.

Output
LUMO level, hartree: 0.1055
Kohn-Sham gap, eV: 8.67
Total charge: -1
Electronic energy, hartree: -934.7837
Energy relative to the best compared isomer or geometry (same formula, charge and spin), kcal per mole: 0.00
E_HOMO, eV: -5.8

Atoms and positions in Å:
1 C -1.30134 1.42622 1.53017
2 N -0.64976 0.43709 2.40476
3 C -0.91277 -0.93389 2.00410
4 C -0.80796 -1.31814 0.52436
5 O -1.59951 -2.16093 0.06190
6 O 0.18657 -0.84399 -0.12408
7 H -0.58600 2.20551 1.24267
8 H -2.16391 1.77838 2.05806
9 H -1.47760 1.04915 0.51606
10 H 0.34756 0.58760 2.32385
11 H -1.88916 -1.27134 2.36090
12 H -0.18382 -1.58911 2.48552
13 H 2.05630 3.14991 -1.01744
14 H 1.25387 1.73772 -1.22382
15 O 1.83844 2.28916 -0.63618
16 H -3.08987 0.27873 -1.86466
17 H -3.45356 0.76675 -0.47228
18 O -3.39189 1.08555 -1.38178
19 H -1.87877 -1.56893 -3.05372
20 H -2.33826 -1.89472 -1.65827
21 O -2.57291 -1.29993 -2.42556
22 H 1.44108 1.90028 1.19981
23 H 2.14894 0.93239 2.16490
24 O 1.87690 1.86539 2.07539
25 H 3.39553 1.39159 -0.12686
26 H 3.55613 0.04893 -0.76221
27 O 4.01991 0.62080 -0.13076
28 H -0.60902 1.63853 -1.41871
29 H 0.03540 0.29223 -1.33156
30 O 0.00518 1.07208 -1.91267
31 H 1.82584 -1.34922 0.34527
32 H 3.26841 -0.90963 0.69379
33 O 2.62115 -1.58470 0.89203
34 H -0.99844 -3.42421 -1.40883
35 H 0.41399 -3.01616 -1.77294
36 O -0.38662 -3.38910 -2.16125


Q: The lowest electronic energy belongs to which entry?
A: C17H20Br15F9O6


Q: What is the electronic energy in the second record?
A: -340.5106 hartree